Record 1
This record from the OMol25 dataset describes an isolated ion of composition C8H14NS and charge +1 in a non-equilibrium geometry. The level of theory is ωB97M-V/def2-TZVPD.

Each line ends with the natural charge from an NBO analysis.
Geometry (Å):
C: -1.61302 1.25054 -0.02829  -0.4643
C: -1.52170 -0.03602 -0.16338  0.4565
C: -0.63791 2.31883 -0.44839  -0.4026
C: 0.75130 1.76825 -0.86010  -0.4152
C: 1.21479 0.75441 0.17527  -0.5798
C: 2.52104 -1.34282 2.21155  -0.7567
C: 1.28471 -0.49788 -0.42952  -0.0197
C: -1.30206 -2.51924 -0.77380  -0.4099
N: -1.22926 -1.21866 -0.19333  -0.4363
S: 1.93841 -1.85544 0.39530  0.5009
H: -2.49166 1.67085 0.47717  0.2728
H: -1.07344 2.80916 -1.36711  0.2372
H: -0.55486 3.17808 0.31771  0.2355
H: 0.84555 1.50650 -1.92085  0.2232
H: 1.43916 2.54099 -0.90463  0.2360
H: 2.19611 1.04831 0.62547  0.2875
H: 0.55903 0.69797 0.95491  0.2865
H: 3.15742 -0.42652 2.06591  0.2447
H: 3.12334 -2.25438 2.57154  0.2969
H: 1.29188 -0.63717 -1.49156  0.2460
H: -1.39386 -2.45776 -1.80368  0.2091
H: -0.35097 -3.04405 -0.47713  0.2077
H: -2.20897 -2.91568 -0.32974  0.2493
H: 1.84662 -0.53192 2.81701  0.2947

Summary:
HOMO energy (alpha / beta) (eV): -11.542 / -11.543
LUMO level (alpha / beta) (Ha): -0.202 / -0.202
Largest force on an atom (eV/Å): 5.41
ΔE to the lowest compared entry with this formula, charge and spin (kcal per mole): 122.1
Frontier orbital gap (alpha / beta) (eV): 6.1 / 6.1
Net charge: +1
E_tot (Ha): -765.7283

Record 2
This record from the OMol25 dataset describes a 3-piece molecular cluster, C8H14O overall in a non-equilibrium geometry. The level of theory is ωB97M-V/def2-TZVPD.

Each line ends with the natural charge from an NBO analysis.
Geometry (Å):
C: -1.62706 0.58458 0.23874  0.3234
C: -1.48890 1.31487 1.54355  -0.6935
C: -2.23248 -0.78204 0.28477  -0.6751
C: 1.44630 -0.36558 1.33495  -0.7104
C: 0.92569 0.01577 0.03231  0.1186
C: 0.27144 0.32739 -0.95306  -0.1830
C: 2.57604 -0.23750 -1.63104  -0.2211
C: 2.62299 -1.39590 -2.26891  -0.5096
O: -2.26059 1.34361 -0.74634  -0.7337
H: -1.94668 2.25529 -0.69427  0.4706
H: -0.11843 0.55938 -1.91803  0.2558
H: 3.37578 0.50267 -1.69460  0.1618
H: -1.03052 0.68724 2.30770  0.2166
H: -2.47701 1.62033 1.92526  0.2129
H: -0.88672 2.22263 1.43673  0.2099
H: -3.28359 -0.73628 0.61085  0.2068
H: -2.22096 -1.24714 -0.70276  0.2238
H: -1.69199 -1.42567 0.98023  0.2094
H: 1.58023 0.50659 1.97828  0.2407
H: 0.77545 -1.07234 1.82885  0.2382
H: 2.41551 -0.84988 1.20244  0.2588
H: 1.81184 -2.12213 -2.19750  0.1870
H: 3.46366 -1.70591 -2.89814  0.1921

Summary:
HOMO energy (alpha / beta) (eV): -6.823 / -6.204
LUMO level (alpha / beta) (Ha): 0.028 / 0.029
Largest force on an atom (eV/Å): 2.17
ΔE to the lowest compared entry with this formula, charge and spin (kcal per mole): 162.3
Frontier orbital gap (alpha / beta) (eV): 7.6 / 7.0
Net charge: 0
E_tot (Ha): -388.1833

Record 3
This record from the OMol25 dataset describes a 2-piece molecular cluster, C8H14O2S overall in a non-equilibrium geometry. The level of theory is ωB97M-V/def2-TZVPD.

Each line ends with the natural charge from an NBO analysis.
Geometry (Å):
C: 0.69545 -1.70676 -1.07728  -0.8512
C: -2.28638 0.47195 0.19393  -0.3931
C: -1.68742 -0.85406 0.84721  -0.3950
C: -1.26637 0.92614 -0.85531  -0.3777
C: -0.32986 -0.42645 1.58369  -0.5105
C: 0.08160 1.33031 -0.27214  -0.5255
C: 0.60362 0.25559 0.62950  0.4369
C: 1.97587 0.38393 0.98969  -0.7408
O: 2.28367 -2.18409 -2.99048  -0.9056
O: 1.47423 0.11296 -2.88621  -0.9030
S: 1.68301 -1.11921 -2.24171  1.9940
H: 1.16411 -2.61102 -0.50755  0.2296
H: -3.12482 0.33903 -0.38713  0.2147
H: -2.48677 1.23153 0.94494  0.1954
H: -2.29932 -1.39949 1.55905  0.2109
H: -1.20031 -1.45849 0.11409  0.2422
H: -1.18962 0.35296 -1.68163  0.2234
H: -1.74264 1.85739 -1.19379  0.2020
H: -0.54160 0.36222 2.30533  0.2261
H: 0.20207 -1.15109 2.11828  0.2208
H: 0.86767 1.53947 -0.96699  0.2484
H: -0.05619 2.19732 0.38570  0.2252
H: 2.67470 0.37727 0.11017  0.2519
H: 2.50073 -0.22926 1.76003  0.2394
H: 2.00457 1.40186 1.51860  0.2417

Summary:
HOMO energy (alpha / beta) (eV): -8.349 / -8.352
LUMO level (alpha / beta) (Ha): -0.027 / -0.026
Largest force on an atom (eV/Å): 5.09
ΔE to the lowest compared entry with this formula, charge and spin (kcal per mole): 120.7
Frontier orbital gap (alpha / beta) (eV): 7.6 / 7.6
Net charge: 0
E_tot (Ha): -861.6682

Record 4
This record from the OMol25 dataset describes a 2-piece molecular cluster, C8H14OS overall in a non-equilibrium geometry. The level of theory is ωB97M-V/def2-TZVPD.

Each line ends with the natural charge from an NBO analysis.
Geometry (Å):
C: -0.01742 -0.95899 -1.58558  0.2715
C: -0.89905 0.31442 0.35336  -0.0146
C: -1.08659 2.62890 -0.64754  -0.5933
C: 0.78360 1.97481 1.11815  -0.5636
C: 1.48246 -1.86929 0.23649  -0.6143
C: -0.93052 -2.85268 -0.24282  -0.6746
C: -0.20643 1.50797 -0.04296  -0.4845
C: 0.09137 -1.84069 -0.48740  0.0494
O: 0.82160 -0.19635 -2.03766  -0.6613
S: -2.19442 -0.20528 1.01086  0.2245
H: -1.00174 -0.95335 -2.22785  0.1124
H: -2.23872 2.45636 -0.47470  0.2227
H: -0.83809 2.51925 -1.80014  0.2252
H: -0.69947 3.61061 -0.36584  0.2228
H: 1.73807 1.47234 1.14257  0.2208
H: 1.01427 2.96394 1.03518  0.2109
H: 0.29296 1.83884 2.14441  0.2062
H: 1.98806 -2.59741 -0.24590  0.2143
H: 1.89341 -0.98245 0.08034  0.2186
H: 1.28416 -2.17642 1.37901  0.1996
H: -1.47103 -2.86283 -1.09346  0.2243
H: -0.54006 -3.77356 0.16110  0.2341
H: -1.50587 -2.43380 0.62583  0.2273
H: 0.40206 1.14934 -0.99750  0.3216

Summary:
HOMO energy (alpha / beta) (eV): -7.686 / -7.689
LUMO level (alpha / beta) (Ha): -0.018 / -0.018
Largest force on an atom (eV/Å): 7.24
ΔE to the lowest compared entry with this formula, charge and spin (kcal per mole): 106.7
Frontier orbital gap (alpha / beta) (eV): 7.2 / 7.2
Net charge: 0
E_tot (Ha): -786.4695

Among the records above, which one has the highest net charge? C8H14NS